1.
Density functional theory data (ωB97M-V/def2-TZVPD) for a 4-piece molecular cluster, C10H22Cl3N3O3 overall in a non-equilibrium geometry.

- LUMO (alpha / beta): -3.50 / -8.52 eV
- 2S+1: 2
- Net charge: +1
- Frontier orbital gap (alpha / beta): 7.86 / 2.84 eV
- HOMO energy (alpha / beta): -11.4 / -11.4 eV

The geometry in XYZ format:
```
41
Properties=species:S:1:pos:R:3:forces:R:3
C 1.238 -5.755 -1.948 0.50 -0.25 0.80
Cl 2.395 -4.461 -2.424 -0.87 -0.61 -0.03
Cl 0.634 -5.396 -0.274 0.27 -0.60 -0.81
Cl 2.048 -7.336 -1.975 -0.15 0.44 0.04
H 0.362 -5.871 -2.586 0.34 0.61 -0.05
C 1.944 3.301 3.939 3.66 -0.56 -0.42
O 2.757 4.222 3.816 -1.97 -0.91 0.17
N 0.607 3.389 3.889 -2.10 -1.09 0.94
C -0.229 2.204 4.186 0.10 0.17 -0.52
C -0.069 4.608 3.737 -0.70 1.28 -0.54
H 2.246 2.249 4.051 0.29 0.26 0.17
H 0.191 1.355 4.726 0.79 0.64 0.34
H -0.413 1.763 3.207 -0.69 -0.08 -0.68
H -1.168 2.505 4.650 0.12 0.14 -0.25
H -1.034 4.490 3.244 0.03 -0.36 -0.10
H -0.318 4.920 4.751 0.04 0.47 0.27
H 0.514 5.356 3.199 0.18 -0.11 0.35
C -1.321 -0.153 0.573 -0.74 1.07 2.64
O -1.786 0.721 1.368 1.52 -1.62 -1.80
N -0.590 -1.220 0.970 0.09 -0.98 -2.40
C -0.152 -2.129 -0.149 -0.35 -0.24 -0.10
C 0.049 -1.445 2.225 0.82 0.25 0.61
H -1.478 -0.186 -0.516 -0.46 0.34 0.28
H -0.952 -2.254 -0.878 -0.12 0.44 0.03
H 0.076 -3.166 0.100 -0.32 0.48 1.03
H 0.748 -1.852 -0.698 0.09 0.76 0.21
H 0.180 -2.513 2.399 -0.34 0.05 0.09
H 1.062 -1.045 2.172 0.35 0.09 0.03
H -0.403 -0.964 3.093 -0.53 -0.13 -0.32
C -2.129 -0.123 -4.040 0.35 -0.75 2.49
O -2.792 -0.328 -2.988 1.77 0.94 -2.67
N -0.819 0.323 -4.075 0.45 1.76 1.24
C -0.124 0.925 -2.876 0.42 -1.43 -0.30
C 0.031 0.338 -5.274 -1.21 -1.23 -0.58
H -2.471 -0.425 -5.041 -0.18 0.17 0.13
H 0.726 0.291 -2.623 -0.17 -0.85 0.23
H -0.726 1.018 -1.973 -0.30 0.11 -0.59
H 0.491 1.809 -3.046 -1.01 0.70 -0.73
H -0.608 0.192 -6.145 -0.20 0.45 -0.11
H 0.656 1.216 -5.435 -0.28 0.07 0.45
H 0.626 -0.573 -5.334 0.52 0.11 0.46
```
Positions in Å, forces in eV/Å.

Here are the Löwdin charges for atoms 1 to 8, given in e: -1.44, 0.50, 0.53, 0.53, 0.02, -0.21, 0.19, -0.05



2.
Density functional theory data (ωB97M-V/def2-TZVPD) for C10H22CuO5S as an isolated structure.

- LUMO: -5.90 eV
- 2S+1: 1
- Net charge: +1
- Frontier orbital gap: 6.54 eV
- ΔE to the lowest compared entry with this formula, charge and spin: 491.6 kJ/mol
- HOMO energy: -12.4 eV

The geometry in XYZ format:
```
39
Properties=species:S:1:pos:R:3:forces:R:3
C -2.101 4.054 5.830 0.01 0.08 -0.04
C -2.055 2.597 5.355 -0.03 0.01 0.00
C -1.592 2.487 3.909 0.00 0.04 0.12
O -1.042 1.173 3.780 -0.10 -0.11 -0.19
O -0.691 1.018 2.388 -0.09 0.07 0.24
S 0.915 0.612 2.438 0.02 -0.26 -0.25
O 0.997 -0.816 2.628 -0.04 0.21 0.12
O 1.055 0.889 0.844 0.12 0.08 -0.13
C 0.399 -0.020 -0.054 -0.02 -0.08 0.20
C 1.052 0.144 -1.421 0.06 0.01 -0.05
C 0.060 -0.003 -2.582 -0.06 0.09 0.01
C -0.834 -1.250 -2.478 -0.09 0.01 -0.13
C -0.102 -2.582 -2.402 0.02 -0.02 -0.07
O 0.707 -2.650 -3.556 0.03 0.23 -0.05
C 2.065 -3.074 -3.354 -0.09 -0.28 0.08
C 2.872 -2.752 -4.596 0.04 0.04 -0.18
H -1.169 4.348 6.313 -0.01 -0.01 -0.07
H -2.910 4.214 6.543 0.07 -0.04 0.02
H -2.266 4.743 4.998 -0.06 -0.05 0.03
H -3.041 2.140 5.456 0.07 -0.06 -0.06
H -1.371 2.009 5.971 -0.05 0.08 0.04
H -2.427 2.592 3.211 0.07 0.03 0.00
H -0.827 3.231 3.667 0.02 -0.06 0.05
H -0.669 0.220 -0.076 0.08 0.08 -0.02
H 0.512 -1.031 0.348 -0.07 0.03 -0.11
H 1.873 -0.563 -1.551 -0.03 0.01 0.09
H 1.494 1.142 -1.460 -0.04 -0.04 -0.07
H 0.649 -0.037 -3.514 0.02 0.03 0.07
H -0.572 0.897 -2.597 0.00 -0.06 -0.02
H -1.594 -1.131 -1.705 0.08 -0.11 0.02
H -1.459 -1.430 -3.419 -0.44 -0.55 0.63
H -0.828 -3.400 -2.400 0.04 -0.01 0.06
H 0.474 -2.654 -1.473 0.09 0.10 -0.11
H 2.062 -4.151 -3.156 0.08 0.06 0.05
H 2.470 -2.576 -2.467 -0.04 0.06 -0.07
H 3.898 -2.483 -4.345 -0.04 -0.06 0.04
H 2.427 -1.903 -5.122 0.05 0.02 0.10
H 2.910 -3.586 -5.295 -0.08 0.02 0.04
Cu -1.338 -0.422 -4.657 0.42 0.40 -0.41
```
Positions in Å, forces in eV/Å.

Here are the Löwdin charges for atoms 1 to 8, given in e: -0.10, -0.22, -0.21, -0.16, -0.31, 0.99, -0.37, -0.34



3.
Density functional theory data (ωB97M-V/def2-TZVPD) for C10H22MnN3 as an isolated structure.

- LUMO (alpha / beta): -2.89 / -2.80 eV
- 2S+1: 2
- Net charge: +1
- Frontier orbital gap (alpha / beta): 8.25 / 8.20 eV
- ΔE to the lowest compared entry with this formula, charge and spin: 0.0 kJ/mol
- HOMO energy (alpha / beta): -11.1 / -11.0 eV

The geometry in XYZ format:
```
36
Properties=species:S:1:pos:R:3:forces:R:3
Mn 1.110 0.709 0.208 0.61 0.30 0.16
N 0.902 2.321 1.552 -0.15 -0.09 0.15
C 0.938 3.514 0.667 0.02 -0.04 0.11
C 0.007 3.259 -0.505 -0.13 -0.01 -0.06
N 0.297 1.957 -1.161 -0.15 0.26 -0.27
C 1.180 1.996 -2.355 -0.11 -0.02 -0.08
C 2.624 1.701 -1.993 0.06 -0.09 0.03
N 2.654 0.440 -1.208 -0.01 -0.21 -0.05
H 1.606 2.378 2.280 -0.01 0.06 0.02
H 0.009 2.263 2.036 -0.04 -0.01 -0.03
H 0.634 4.423 1.186 -0.01 0.00 0.02
H 1.969 3.662 0.345 0.01 -0.03 -0.06
H -1.012 3.193 -0.120 -0.01 0.02 -0.01
H 0.029 4.086 -1.217 0.07 -0.01 0.00
H -0.591 1.567 -1.458 -0.01 -0.10 0.06
H 0.831 1.209 -3.025 0.00 0.01 -0.02
H 1.091 2.941 -2.895 0.04 0.03 0.05
H 3.225 1.637 -2.901 0.01 -0.02 -0.01
H 3.062 2.489 -1.379 -0.05 0.03 0.03
H 2.448 -0.357 -1.805 -0.05 0.00 -0.02
H 3.577 0.265 -0.823 0.04 0.01 -0.05
C -0.795 -4.099 1.320 0.03 -0.03 0.01
C -1.650 -2.884 0.939 0.10 0.13 -0.02
C -2.443 -3.188 -0.338 -0.03 -0.02 -0.03
C -2.616 -2.552 2.083 -0.03 0.01 0.03
C -0.770 -1.723 0.695 -0.18 -0.20 0.03
C -0.051 -0.764 0.488 -0.05 -0.03 0.01
H -1.438 -4.962 1.504 0.00 0.01 0.00
H -0.218 -3.902 2.224 -0.01 0.01 -0.01
H -0.101 -4.354 0.518 -0.01 0.01 0.01
H -3.098 -4.046 -0.173 0.01 0.01 0.01
H -1.773 -3.424 -1.166 0.00 0.00 0.01
H -3.061 -2.336 -0.626 0.01 0.00 0.01
H -3.271 -3.403 2.274 0.01 0.00 -0.01
H -3.237 -1.691 1.831 0.01 -0.01 0.00
H -2.070 -2.326 3.000 0.00 0.00 -0.01
```
Positions in Å, forces in eV/Å.

Here are the Löwdin charges for atoms 1 to 8, given in e: 0.60, -0.02, -0.20, -0.16, -0.13, -0.16, -0.20, -0.02



4.
Density functional theory data (ωB97M-V/def2-TZVPD) for a 2-piece molecular cluster, C10H22N3O8P overall in a non-equilibrium geometry.

- LUMO: 0.22 eV
- 2S+1: 1
- Frontier orbital gap: 10.11 eV
- Structure (SMILES): CNC(=O)[C@@H](NC(C)=O)[C@@H](C)O.N[C@H](CP(=O)(O)O)C(=O)O
- HOMO energy: -9.9 eV

The geometry in XYZ format:
```
44
Properties=species:S:1:pos:R:3:forces:R:3
C 4.775 -2.582 0.658 -0.25 0.27 0.04
N 4.253 -1.436 -0.086 0.65 -0.90 0.11
C 3.183 -0.692 0.208 -0.10 0.65 0.11
O 2.954 0.311 -0.457 -0.47 0.28 -0.01
C 2.278 -1.068 1.395 -0.08 0.25 0.46
N 2.766 -0.419 2.627 -0.31 -0.03 -2.22
C 2.989 -0.970 3.820 0.49 -0.58 1.85
C 2.775 -2.457 4.031 -0.04 0.28 -0.11
O 3.378 -0.286 4.750 -0.02 0.19 0.01
C 0.807 -0.697 1.104 -0.29 -0.23 0.19
C -0.150 -1.092 2.230 0.41 0.08 -0.26
O 0.640 0.687 0.878 0.19 0.41 0.20
H 4.982 -2.294 1.691 0.03 -0.12 -0.03
H 5.708 -2.918 0.203 -0.20 0.11 0.01
H 4.062 -3.408 0.642 0.10 -0.07 0.05
H 4.788 -1.107 -0.877 -0.12 0.10 0.10
H 2.310 -2.149 1.503 0.04 -0.10 0.30
H 2.898 0.582 2.595 -0.04 0.01 -0.01
H 3.428 -3.023 3.372 -0.06 -0.24 -0.12
H 1.734 -2.710 3.845 -0.06 -0.21 -0.12
H 3.017 -2.699 5.065 0.01 0.16 -0.16
H 0.500 -1.226 0.201 0.09 -0.27 -0.23
H -0.082 -2.162 2.416 -0.06 -0.07 0.06
H 0.087 -0.542 3.142 0.01 -0.03 0.00
H -1.172 -0.856 1.936 0.04 0.00 0.00
H 1.352 0.950 0.266 0.02 0.08 -0.19
N -2.602 1.396 -3.839 0.43 -0.16 0.59
C -2.971 1.381 -2.402 0.25 -0.40 0.24
C -3.913 2.563 -2.173 0.19 -0.65 1.19
P -5.334 2.551 -3.238 -0.17 2.21 -2.09
O -5.374 3.781 -4.041 0.39 0.68 -0.22
O -6.688 2.486 -2.437 -0.16 -1.23 0.75
O -5.282 1.307 -4.208 -0.31 -0.70 0.83
C -1.742 1.491 -1.459 0.90 0.64 -0.61
O -0.803 2.190 -1.810 -0.80 -0.77 0.68
O -1.765 0.787 -0.304 -0.61 0.63 -1.30
H -2.025 0.579 -4.063 -0.17 0.50 0.04
H -2.056 2.245 -4.035 -0.13 -0.53 0.16
H -3.486 0.442 -2.156 0.06 0.18 -0.28
H -4.273 2.564 -1.144 0.12 0.06 0.17
H -3.387 3.503 -2.352 -0.14 -0.03 -0.07
H -7.305 2.681 -3.154 -0.65 0.22 0.23
H -4.349 1.365 -4.496 0.55 -0.61 -0.48
H -0.904 0.948 0.150 0.26 -0.06 0.15
```
Positions in Å, forces in eV/Å.

Here are the Löwdin charges for atoms 1 to 8, given in e: -0.06, 0.04, -0.43, 0.06, -0.16, 0.14, -0.55, 0.01



5.
Density functional theory data (ωB97M-V/def2-TZVPD) for one molecule with the formula C10H22N4 in a non-equilibrium geometry.

- LUMO: 1.00 eV
- 2S+1: 1
- Frontier orbital gap: 8.75 eV
- ΔE to the lowest compared entry with this formula, charge and spin: 84.5 kJ/mol
- Structure (SMILES): C1CN2CCNCCN(CCN1)CC2
- HOMO energy: -7.8 eV

The geometry in XYZ format:
```
36
Properties=species:S:1:pos:R:3:forces:R:3
C 2.432 1.284 -0.031 0.54 0.52 1.17
C 2.177 0.131 1.028 -0.86 -0.04 -0.67
N 0.747 -0.201 1.119 -0.49 0.70 -0.06
C 0.441 -1.435 1.784 0.06 -0.50 1.18
C 0.089 -2.600 0.869 0.42 -1.34 1.55
N -1.198 -2.380 0.214 -0.97 -3.61 -1.98
C -1.093 -1.764 -1.158 1.90 -1.10 -1.17
C -1.947 -0.492 -1.336 -1.39 -1.01 0.38
N -1.388 0.696 -0.749 0.14 -0.58 -1.19
C -0.930 1.694 -1.672 -0.27 0.87 -1.09
C 0.458 2.319 -1.299 0.41 0.79 0.28
N 1.430 1.250 -1.055 -0.04 0.01 -0.70
C -1.525 0.842 0.673 0.03 0.85 -0.86
C -0.193 0.878 1.410 0.91 1.36 0.80
H 3.460 1.150 -0.450 -0.60 0.08 0.31
H 2.472 2.305 0.505 -0.31 -1.41 -0.76
H 2.650 -0.832 0.783 0.16 0.43 -0.42
H 2.610 0.404 1.977 0.19 0.37 0.70
H -0.418 -1.320 2.466 0.08 0.24 -0.34
H 1.254 -1.714 2.490 -0.08 -0.09 -0.47
H 0.945 -2.813 0.193 -0.48 0.05 0.04
H -0.023 -3.529 1.572 0.21 1.52 -1.26
H -1.551 -3.442 -0.001 0.79 3.54 0.83
H -1.178 -2.603 -1.971 -0.67 1.60 1.26
H -0.014 -1.485 -1.337 -0.89 0.01 0.38
H -2.919 -0.739 -0.829 0.52 0.24 -0.35
H -2.239 -0.307 -2.385 0.45 -0.20 0.33
H -0.819 1.179 -2.710 0.09 0.85 1.79
H -1.728 2.515 -1.884 1.27 -0.84 0.51
H 0.780 2.942 -2.152 -0.15 -0.33 -0.13
H 0.492 3.144 -0.476 -0.54 -1.68 -0.71
H 1.042 0.308 -1.076 -0.41 0.72 0.00
H -2.103 1.783 0.901 0.39 -0.72 0.18
H -2.100 -0.033 0.917 -0.31 -0.17 0.85
H -0.411 1.024 2.497 0.11 -0.53 -0.29
H 0.300 1.843 1.173 -0.20 -0.60 -0.08
```
Positions in Å, forces in eV/Å.

Here are the Löwdin charges for atoms 1 to 8, given in e: -0.21, -0.15, -0.18, -0.23, -0.26, -0.08, -0.21, -0.21



6.
Density functional theory data (ωB97M-V/def2-TZVPD) for C10H22N4O as an isolated structure in a non-equilibrium geometry.

- LUMO: -6.15 eV
- 2S+1: 1
- Net charge: +2
- Frontier orbital gap: 10.48 eV
- ΔE to the lowest compared entry with this formula, charge and spin: 213.5 kJ/mol
- HOMO energy: -16.6 eV

The geometry in XYZ format:
```
37
Properties=species:S:1:pos:R:3:forces:R:3
C 1.869 -0.680 -1.270 -0.94 0.40 -1.57
C -3.747 1.363 -1.229 -3.29 -0.71 -1.97
C -2.917 1.212 -0.273 2.53 -0.35 3.28
C 3.484 -1.339 0.106 -0.75 0.25 1.96
C 2.559 -0.601 1.119 -0.04 2.48 -2.35
C 2.798 2.212 -0.108 -0.97 -1.89 0.38
C -2.884 -0.058 0.587 -1.76 0.13 0.02
C -0.816 -0.930 -0.726 -0.04 -1.20 -0.29
C -2.210 -1.156 -0.192 -0.26 -1.31 0.63
C 1.429 1.553 -0.029 0.08 0.37 -1.43
N 2.930 -1.336 -1.166 -1.85 0.98 -1.55
N -2.160 -2.368 0.898 0.20 3.55 -1.08
N 1.266 0.046 -0.099 4.41 -2.13 3.33
N 0.025 -0.453 0.377 -1.92 0.79 -0.08
O 0.705 1.973 1.042 -0.68 0.05 0.49
H 1.323 -0.572 -2.236 0.54 -0.02 0.86
H -3.731 2.127 -1.945 0.33 1.42 -0.60
H -4.655 0.749 -1.388 0.83 -0.19 0.24
H -2.155 1.981 -0.024 -0.34 -0.60 -0.43
H 4.441 -0.916 0.024 1.40 0.85 0.15
H 3.658 -2.364 0.326 0.07 -0.96 0.79
H 1.998 -1.225 1.785 -0.34 0.05 0.37
H 2.946 0.419 1.486 -0.61 -2.30 -0.10
H 3.407 2.061 0.745 0.96 -0.48 0.62
H 3.260 2.038 -1.046 0.74 -0.16 -0.69
H 2.503 3.200 -0.023 -0.30 2.32 -0.32
H -3.930 -0.495 0.769 1.08 1.05 -0.20
H -2.446 0.021 1.605 -0.03 0.44 -0.58
H -0.933 -0.259 -1.542 -0.15 1.19 -0.61
H -0.390 -1.825 -1.263 -0.40 0.42 1.09
H -2.874 -1.550 -0.990 0.48 0.47 0.37
H 0.991 1.885 -0.948 -1.04 0.25 -0.60
H -2.479 -3.018 0.227 0.10 -2.35 0.31
H -2.839 -2.083 1.615 0.25 -0.83 -0.14
H -1.189 -2.276 1.213 -0.21 -1.15 0.15
H -0.536 0.322 0.881 1.83 -1.10 -1.02
H 1.303 2.341 1.691 0.07 0.27 0.59
```
Positions in Å, forces in eV/Å.

Here are the Löwdin charges for atoms 1 to 8, given in e: -0.10, 0.04, -0.17, -0.18, 0.16, 0.04, -0.18, -0.17



| no. | electronic energy (eV) |
| --- | --- |
| 1 | -58896.4190 |
| 2 | -76426.8131 |
| 3 | -46508.9006 |
| 4 | -40870.1655 |
| 5 | -16684.5208 |
| 6 | -18713.8858 |